Formula: C25H24HfN8PS3Se
Source: the OMol25 dataset
Level of theory: the ωB97M-V functional and the def2-TZVPD basis

```
63
Properties=species:S:1:pos:R:3:forces:R:3
Hf 13.471499 10.609229 12.517167 -2.05 0.04 -0.40
C 18.946300 10.049070 14.088093 0.16 -0.06 0.19
N 17.824706 10.483888 13.278361 0.63 1.59 -0.72
C 17.873787 11.618257 12.395524 -1.46 -1.89 1.43
C 16.562684 11.839128 12.057013 0.81 0.00 -0.26
N 15.769969 10.902437 12.664038 -0.31 -0.86 0.19
C 16.543723 10.091903 13.392286 0.06 0.55 0.08
P 16.034706 8.648691 14.453629 0.88 0.13 -0.71
C 14.737265 9.420873 15.418187 0.09 -0.78 0.08
N 13.719462 10.040567 14.896971 -0.46 2.13 -0.02
C 13.043982 10.694821 15.949296 1.05 -2.24 -0.89
C 13.621384 10.251880 17.105434 -0.08 0.83 0.51
N 14.707820 9.476940 16.773196 -1.09 1.01 0.02
C 15.565153 8.899750 17.754872 1.68 -0.21 0.23
C 15.139987 7.802073 13.111533 0.05 0.33 1.12
N 14.205921 8.352736 12.379590 -0.03 0.44 -0.52
C 13.943161 7.487606 11.346222 0.46 -0.08 0.44
C 14.751844 6.407482 11.491409 0.15 -0.29 0.55
N 15.476464 6.587048 12.649657 -0.60 0.93 -0.74
C 16.431497 5.707154 13.212373 0.78 -1.34 0.86
H 19.451173 9.183782 13.706303 0.27 -0.38 -0.71
H 18.657945 9.745826 15.081495 -0.48 0.21 0.36
H 19.652275 10.859657 14.187270 0.14 0.20 -0.07
H 18.784887 12.122569 12.168763 0.30 0.09 -0.07
H 16.189574 12.578568 11.350334 -0.11 -0.30 0.51
H 12.192495 11.262757 15.683675 -0.63 0.58 0.24
H 13.429929 10.475381 18.160524 -0.05 -0.10 -0.67
H 15.002219 8.442472 18.556458 -0.24 -0.22 -0.02
H 16.288687 9.603322 18.230175 -0.67 -0.11 -0.54
H 16.165985 8.159936 17.229380 0.03 -0.26 0.33
H 13.239763 7.706815 10.578317 -0.35 0.16 -0.26
H 14.927843 5.532370 10.917819 -0.20 -0.46 -0.45
H 17.379863 5.723940 12.694783 0.25 0.16 -0.39
H 16.060657 4.671400 13.153541 0.07 0.41 0.24
H 16.659165 5.976035 14.259852 -0.40 -0.21 -0.51
S 11.358683 8.976611 12.626720 0.53 0.35 -0.11
C 9.839239 9.850471 12.827252 -0.52 0.36 0.05
C 9.059145 10.223462 11.736266 -0.06 0.02 0.20
C 7.840887 10.891222 11.928613 -0.22 0.04 -1.45
C 7.406112 11.170742 13.198183 -0.76 1.06 0.74
C 8.200372 10.848731 14.297205 -0.77 -0.18 -0.61
C 9.356325 10.165598 14.107651 1.64 -0.99 -0.04
H 9.427922 9.958250 10.757554 -0.15 0.10 -0.23
H 7.223569 11.214346 11.044998 0.74 -0.49 0.98
H 6.462672 11.718517 13.379043 0.58 -0.41 -0.28
H 7.873964 11.051231 15.286617 -0.32 0.26 0.70
H 9.949231 9.777264 14.938867 -0.18 0.36 -0.01
Se 15.450282 9.937085 9.600386 -0.15 0.16 0.52
N 13.855423 10.575327 10.344250 -0.26 0.00 -0.21
C 13.006581 10.766179 9.249077 -0.35 -0.15 -0.12
C 11.672175 11.210742 9.307434 -0.30 -0.43 -1.09
C 10.988632 11.341323 8.063702 -0.64 0.95 1.87
C 11.611674 11.192409 6.850758 -0.08 0.00 -0.71
C 12.884745 10.699700 6.781564 0.15 -0.12 -1.91
C 13.556545 10.412086 7.946907 1.39 -0.02 1.82
N 14.818972 9.885007 7.961224 -0.38 0.13 -0.59
H 11.157344 11.389227 10.260160 0.33 0.03 -0.46
H 9.949985 11.702924 8.022828 0.49 -0.20 0.42
H 11.103321 11.500007 5.942093 -0.07 -0.25 0.09
H 13.349164 10.552104 5.779579 -0.15 0.02 1.09
S 11.860615 12.599345 13.017243 0.28 -1.05 -0.34
S 14.490473 14.062105 13.347448 0.12 0.04 0.05
C 13.549565 12.765512 13.008197 0.43 0.40 0.23
```
Positions in Å, forces in eV/Å.

Computed properties:
Kohn-Sham gap (alpha / beta)   5.3 / 5.9 eV
Spin multiplicity   2
E_HOMO (alpha / beta)   -5.8 / -6.4 eV
Relative energy (zero: lowest compared OMol25 entry of this formula, charge and spin)   2.3 kcal per mole